Entry 1:
{"formula": "C28H49N7", "method": "the ωB97M-V functional and the def2-TZVPD basis", "species": ["C", "H", "H", "H", "H", "N", "H", "H", "H", "H", "C", "C", "C", "H", "C", "C", "H", "H", "C", "H", "H", "H", "H", "H", "H", "N", "H", "C", "N", "C", "H", "H", "N", "H", "H", "C", "H", "N", "H", "C", "H", "C", "N", "H", "C", "C", "C", "C", "C", "N", "H", "H", "H", "H", "H", "H", "C", "H", "H", "C", "C", "H", "H", "C", "H", "H", "H", "H", "C", "C", "C", "C", "H", "C", "H", "H", "C", "H", "H", "H", "H", "H", "C", "H"], "xyz": [[-4.03, 3.34, -0.44], [2.30, 0.10, -2.36], [3.82, 1.55, 1.43], [3.89, -0.39, -2.03], [2.05, 2.02, -3.63], [-5.08, 3.87, -0.59], [-1.79, -8.04, 1.40], [0.30, 2.86, 0.58], [3.22, 3.25, -3.83], [-0.15, -1.27, 1.89], [2.92, 2.08, 1.76], [0.38, -7.83, 1.02], [-0.29, -1.37, 0.82], [4.77, 1.96, -2.10], [-2.67, 0.83, 4.54], [0.22, -2.67, 0.26], [-1.30, -8.23, -0.21], [-4.56, 0.09, 5.28], [3.94, 2.80, 4.05], [-2.41, -1.90, 0.82], [-4.17, 1.70, 5.78], [-1.25, -5.59, 1.27], [1.42, -1.23, -6.09], [3.23, 2.57, -1.59], [0.37, -0.59, 0.44], [-5.61, 2.17, 3.15], [-1.12, 1.40, -5.70], [-1.81, 3.64, 0.74], [0.75, -9.76, 2.74], [0.50, 0.66, -6.96], [-0.89, 2.04, 4.22], [-2.43, 3.83, 1.62], [4.02, 0.76, -5.57], [-2.70, 1.83, 0.29], [-0.74, 1.85, 1.41], [-1.12, -7.61, 0.66], [2.05, 1.52, 1.40], [0.11, -0.33, -3.50], [0.50, 0.32, -7.99], [3.70, 1.82, -2.24], [-0.73, -5.83, -0.45], [-1.43, -6.12, 0.33], [6.32, 2.02, 3.30], [-0.84, 2.44, -7.07], [-1.78, -1.04, 0.57], [3.65, 1.43, -4.69], [-1.92, 2.16, 4.58], [0.51, -0.64, -6.04], [3.18, 0.41, -1.80], [0.57, -3.68, -0.10], [-2.58, 0.44, 3.53], [-2.03, -0.25, 1.28], [3.86, 2.52, 5.10], [1.81, 2.53, 3.57], [-1.52, 0.92, -7.32], [2.70, 1.13, 3.77], [-2.16, -0.63, -0.85], [-1.44, 4.60, 0.37], [-2.26, 3.03, 4.02], [-0.75, 1.41, -6.73], [5.29, 2.39, 3.65], [-2.21, 2.78, -1.18], [-1.80, -1.35, -1.59], [2.79, 2.11, 3.31], [-1.99, 2.44, 5.63], [-1.90, 0.42, -0.99], [2.93, 3.09, 1.37], [-0.20, 3.45, 2.13], [-4.10, 1.02, 4.93], [0.25, -0.46, -4.61], [0.58, -8.92, 1.98], [3.12, 2.20, -3.56], [2.87, 0.25, -0.76], [-0.56, 2.91, 1.25], [3.85, 3.89, 4.03], [-0.32, -1.31, -6.26], [-4.93, 1.66, 3.92], [0.78, -6.92, 1.48], [1.41, 1.24, -6.84], [1.06, -7.95, 0.18], [-2.39, -6.07, -0.18], [-3.24, -0.69, -1.01], [-2.66, 2.81, -0.19], [-2.14, 0.15, 5.21]], "total_charge": -1, "s_squared": 0.751, "spin_multiplicity": 2, "homo_lumo_gap_ev": [1.95, 11.30]}

Entry 2:
{"formula": "C3H6N2O2", "method": "the ωB97M-V functional and the def2-TZVPD basis", "species": ["H", "H", "H", "C", "O", "N", "H", "O", "C", "C", "H", "H", "N"], "xyz": [[-1.98, 0.53, 0.72], [-1.87, 1.97, -0.08], [1.44, -1.88, -0.96], [1.59, -0.78, -0.50], [2.65, -0.59, 0.37], [3.36, 0.43, -0.28], [0.07, -0.68, 1.09], [4.36, 0.74, 0.26], [-0.38, 0.67, -0.49], [0.32, -0.28, 0.15], [-0.09, 1.12, -1.42], [1.85, -0.25, -1.43], [-1.68, 0.99, -0.08]], "smiles": "N/C=C/CON=O", "spin_multiplicity": 1, "homo_lumo_gap_ev": 8.91}

Entry 3:
{"formula": "C34H29BrNNdO6P2S2", "method": "the ωB97M-V functional and the def2-TZVPD basis", "species": ["H", "C", "H", "H", "H", "H", "Nd", "H", "C", "C", "C", "S", "C", "H", "C", "C", "H", "H", "H", "C", "C", "C", "O", "H", "C", "C", "C", "H", "C", "C", "N", "O", "H", "P", "H", "C", "H", "C", "C", "P", "C", "H", "H", "H", "C", "H", "H", "C", "C", "O", "H", "C", "O", "S", "H", "H", "C", "C", "C", "H", "C", "C", "C", "C", "C", "C", "C", "O", "H", "C", "H", "H", "H", "H", "Br", "O"], "xyz": [[6.51, 3.01, 0.85], [-1.27, -1.42, 4.94], [-0.82, 5.26, -3.60], [6.42, 1.57, -1.16], [3.20, -1.97, 0.24], [-2.15, 0.04, 6.23], [-0.79, -1.11, -1.29], [4.45, 3.46, 2.14], [-1.58, -0.13, 5.32], [-3.06, -2.37, 1.04], [-1.17, 0.94, 4.53], [1.82, -0.56, -2.27], [0.81, 2.31, -1.65], [-3.47, 0.13, -5.98], [2.56, -0.88, 1.98], [4.31, 1.21, -0.99], [4.62, 0.19, 4.45], [-0.17, 1.54, 2.73], [2.55, 2.73, -2.88], [-0.46, 0.72, 3.37], [2.97, -0.28, 3.16], [4.41, 2.83, 1.26], [-2.42, -4.84, -2.88], [1.52, 4.59, -4.09], [4.31, -0.28, 3.53], [0.95, 4.07, -3.33], [-3.74, -0.24, -5.00], [-2.10, 4.04, -1.83], [3.20, 2.28, 0.86], [-2.85, -0.21, -3.95], [-3.10, -0.65, -2.72], [-5.86, -0.83, -5.78], [-4.06, -2.76, 1.24], [0.82, -0.82, 1.42], [2.25, 0.19, 3.82], [-4.99, -0.79, -4.75], [-2.34, -2.81, 1.74], [-1.08, 3.75, -2.06], [-0.55, -1.65, 3.77], [1.52, 0.85, -0.80], [-4.31, -1.18, -2.51], [-3.39, 0.49, 2.43], [-1.42, 1.96, 4.83], [-1.04, 2.21, -0.57], [-0.50, 2.70, -1.37], [-6.68, -1.27, -5.49], [6.30, -0.86, 2.98], [-5.28, -1.27, -3.48], [4.85, -1.48, 1.52], [-3.55, -0.47, 2.36], [2.30, 2.46, 1.43], [5.57, 2.58, 0.53], [-2.68, -2.59, -0.30], [0.37, -2.71, 0.74], [-1.58, -2.26, 5.54], [-0.29, -2.66, 3.47], [1.54, 3.02, -2.65], [3.15, 1.46, -0.27], [-0.13, -0.58, 2.97], [5.58, -1.95, 0.87], [5.25, -0.87, 2.70], [3.51, -1.49, 1.16], [-3.04, -0.87, 1.21], [5.51, 1.77, -0.59], [-0.36, 4.44, -3.06], [-2.05, -3.95, -2.15], [-2.50, -3.95, -0.69], [-2.62, -0.13, 0.35], [-4.49, -1.55, -1.51], [0.39, 0.46, 0.40], [-6.24, -1.71, -3.25], [-3.43, -4.51, -0.61], [-1.72, -4.41, -0.07], [4.27, 0.56, -1.86], [-1.11, 0.45, -4.21], [-1.33, -2.91, -2.47]], "s_squared": 3.754, "spin_multiplicity": 4, "homo_lumo_gap_ev": [7.40, 7.43]}

Entry 4:
{"formula": "C34H32FeN6O4PS", "method": "the ωB97M-V functional and the def2-TZVPD basis", "species": ["N", "N", "C", "C", "H", "H", "O", "C", "H", "H", "H", "O", "H", "N", "H", "C", "H", "H", "C", "H", "C", "H", "H", "H", "C", "C", "C", "H", "N", "P", "H", "C", "C", "N", "H", "H", "C", "H", "C", "C", "H", "C", "H", "C", "H", "C", "C", "H", "H", "C", "C", "H", "H", "S", "O", "Fe", "O", "C", "N", "H", "H", "C", "C", "C", "H", "C", "C", "C", "C", "C", "C", "C", "H", "H", "H", "H", "C", "C", "C"], "xyz": [[-8.49, 0.35, -1.04], [-1.92, -0.19, 1.04], [5.61, -1.96, -1.02], [-2.48, -0.92, 0.06], [-2.27, 1.12, 2.61], [0.92, 5.54, 4.70], [0.29, -0.95, 3.27], [1.37, 3.62, -3.27], [4.25, -0.50, -1.92], [4.27, 3.09, -1.61], [-0.59, 3.28, -2.48], [-8.83, -1.60, -3.37], [6.98, -2.89, 0.38], [0.44, 0.29, 2.64], [-2.03, 0.90, -1.54], [5.09, -0.18, 1.39], [0.45, 3.16, 5.10], [5.33, -2.84, 0.95], [0.94, 2.77, -1.06], [6.81, -1.19, 2.16], [2.97, -0.40, 0.26], [7.11, -0.37, 0.65], [4.91, -2.73, -1.34], [-4.25, -1.41, -1.07], [-2.49, 3.81, 0.16], [-4.09, 0.59, 1.64], [2.73, 3.57, -3.03], [-1.81, -1.52, -0.55], [4.25, -0.30, 0.17], [-0.19, 2.17, 0.23], [-6.90, 1.21, 1.79], [0.25, 3.16, 1.70], [0.79, 5.36, 2.56], [-6.28, -0.42, -1.09], [-9.12, 1.32, 0.65], [6.44, -1.98, -1.72], [-2.51, 1.80, -1.17], [5.69, 0.21, -1.22], [-7.05, 0.76, 0.82], [0.14, 1.26, 3.41], [2.69, 2.38, 0.14], [6.09, -2.26, 0.41], [1.00, -1.50, 2.91], [0.74, 4.88, 3.86], [5.28, 0.87, 1.58], [0.47, 3.54, 4.08], [-2.73, 0.53, 1.82], [1.01, 6.40, 2.37], [-2.01, 4.47, 0.87], [4.96, -0.59, -1.10], [-3.78, 4.10, -0.27], [-4.69, 1.22, 2.28], [-5.43, 3.47, -1.48], [-7.64, -0.79, -3.38], [-7.75, 0.50, -4.04], [-0.03, 0.02, 0.73], [-6.40, -1.50, -3.62], [0.47, 3.22, -2.29], [1.81, -0.48, 0.32], [-4.31, 1.42, -2.29], [0.58, 4.90, 0.49], [-4.43, 3.24, -1.15], [-1.85, 2.65, -0.28], [3.21, 3.12, -1.80], [-0.12, 1.02, 4.44], [-8.28, 0.83, 0.17], [-3.80, 2.10, -1.61], [2.32, 2.71, -0.83], [0.25, 2.67, 3.02], [-6.07, 0.09, 0.11], [-4.66, -0.07, 0.55], [6.38, -0.98, 1.18], [1.00, 3.98, -4.22], [4.51, -0.59, 2.22], [3.43, 3.89, -3.79], [-4.27, 4.99, 0.08], [-7.47, -0.26, -1.65], [0.55, 4.50, 1.50], [-3.82, -0.87, -0.23]], "total_charge": 1, "spin_multiplicity": 1, "homo_lumo_gap_ev": [4.41, 4.71]}

Entry 5:
{"formula": "C18H28BiNO4P2", "method": "the ωB97M-V functional and the def2-TZVPD basis", "species": ["O", "H", "H", "H", "H", "O", "C", "C", "H", "H", "H", "H", "C", "H", "H", "C", "P", "C", "C", "Bi", "O", "C", "H", "C", "H", "O", "H", "H", "H", "C", "P", "H", "C", "H", "C", "H", "H", "H", "H", "H", "C", "C", "C", "C", "H", "H", "C", "N", "H", "H", "C", "H", "H", "C"], "xyz": [[3.12, -1.37, 1.89], [-1.94, 3.01, 2.19], [6.96, -0.92, -0.87], [0.64, 0.58, -2.19], [-2.77, -3.29, 0.45], [1.59, 0.07, 1.01], [-3.78, -0.42, 3.15], [-0.68, -3.16, -2.01], [0.31, 4.70, 1.07], [-2.23, 4.26, -0.12], [-4.08, -2.38, 2.29], [-3.21, 1.61, 3.74], [3.57, 1.00, -0.89], [-4.81, -1.63, -2.11], [-4.55, -0.52, 3.92], [6.00, -0.39, -0.92], [-0.55, -2.47, -0.33], [2.79, -0.49, 1.10], [5.68, 0.45, -1.98], [0.00, 0.11, -0.59], [-3.84, -1.52, -2.01], [-3.05, 0.76, 3.07], [0.36, -4.46, 0.68], [-1.28, 2.18, 1.90], [0.85, -2.96, 1.59], [-2.20, 0.54, -2.44], [6.38, 0.55, -2.82], [1.67, -3.37, 0.07], [-1.59, 3.58, -1.65], [-1.92, 3.33, -0.63], [-0.56, 2.55, 0.27], [-0.45, 2.14, 2.63], [4.47, 1.16, -1.96], [1.53, 3.37, 1.17], [0.70, -3.41, 0.59], [-2.77, 2.65, -0.71], [4.22, 1.82, -2.80], [-1.12, -4.17, -1.95], [-3.67, -1.87, -1.10], [5.31, -1.30, 0.93], [5.08, -0.60, 0.12], [3.83, 0.04, 0.13], [-2.48, -1.33, 1.32], [-3.52, -1.45, 2.26], [0.32, -3.24, -2.46], [1.16, 4.11, -0.40], [-2.09, 0.89, 2.06], [-1.81, -0.12, 1.21], [-2.87, -0.18, -2.26], [-2.63, 1.11, -3.11], [-2.14, -2.39, 0.43], [-1.31, -2.53, -2.66], [2.66, 1.60, -0.85], [0.72, 3.80, 0.56]], "total_charge": 2, "spin_multiplicity": 1, "homo_lumo_gap_ev": [4.50, 4.49]}

Entry 6:
{"formula": "C8H18ClINdO2P", "method": "the ωB97M-V functional and the def2-TZVPD basis", "species": ["C", "H", "H", "C", "C", "I", "Cl", "C", "H", "C", "H", "H", "H", "C", "H", "Nd", "C", "O", "C", "P", "O", "H", "H", "H", "H", "H", "H", "H", "H", "H", "H", "H"], "xyz": [[2.61, 2.12, 1.03], [-2.27, -0.46, 1.47], [-2.48, -3.24, -1.09], [-1.81, 0.36, 3.40], [1.64, 2.87, 1.81], [0.12, -0.56, 3.30], [1.02, 1.79, -3.28], [-1.97, -1.06, -3.05], [4.27, 3.02, 1.94], [4.06, 2.21, 1.23], [-0.81, -3.67, -3.09], [-2.79, -0.52, -2.56], [1.10, 2.21, 2.52], [-2.17, 0.51, 1.97], [-3.15, 1.01, 1.92], [1.43, 0.14, -1.48], [-0.02, -3.07, -2.62], [-2.39, 0.66, 4.41], [-1.89, -2.46, -0.59], [-0.79, -1.64, -1.77], [2.17, 1.33, 0.11], [-1.47, -0.38, -3.74], [-1.29, -2.92, 0.21], [4.47, 1.28, 1.65], [2.16, 3.65, 2.39], [-2.37, -1.92, -3.60], [0.88, 3.35, 1.17], [4.59, 2.42, 0.29], [0.69, -2.74, -3.39], [-1.45, 1.13, 1.44], [-2.58, -1.73, -0.14], [0.51, -3.69, -1.88]], "total_charge": 2, "s_squared": 3.753, "spin_multiplicity": 4, "homo_lumo_gap_ev": [7.34, 7.48]}

Repeat the first record exactly.
{"formula": "C28H49N7", "method": "the ωB97M-V functional and the def2-TZVPD basis", "species": ["C", "H", "H", "H", "H", "N", "H", "H", "H", "H", "C", "C", "C", "H", "C", "C", "H", "H", "C", "H", "H", "H", "H", "H", "H", "N", "H", "C", "N", "C", "H", "H", "N", "H", "H", "C", "H", "N", "H", "C", "H", "C", "N", "H", "C", "C", "C", "C", "C", "N", "H", "H", "H", "H", "H", "H", "C", "H", "H", "C", "C", "H", "H", "C", "H", "H", "H", "H", "C", "C", "C", "C", "H", "C", "H", "H", "C", "H", "H", "H", "H", "H", "C", "H"], "xyz": [[-4.03, 3.34, -0.44], [2.30, 0.10, -2.36], [3.82, 1.55, 1.43], [3.89, -0.39, -2.03], [2.05, 2.02, -3.63], [-5.08, 3.87, -0.59], [-1.79, -8.04, 1.40], [0.30, 2.86, 0.58], [3.22, 3.25, -3.83], [-0.15, -1.27, 1.89], [2.92, 2.08, 1.76], [0.38, -7.83, 1.02], [-0.29, -1.37, 0.82], [4.77, 1.96, -2.10], [-2.67, 0.83, 4.54], [0.22, -2.67, 0.26], [-1.30, -8.23, -0.21], [-4.56, 0.09, 5.28], [3.94, 2.80, 4.05], [-2.41, -1.90, 0.82], [-4.17, 1.70, 5.78], [-1.25, -5.59, 1.27], [1.42, -1.23, -6.09], [3.23, 2.57, -1.59], [0.37, -0.59, 0.44], [-5.61, 2.17, 3.15], [-1.12, 1.40, -5.70], [-1.81, 3.64, 0.74], [0.75, -9.76, 2.74], [0.50, 0.66, -6.96], [-0.89, 2.04, 4.22], [-2.43, 3.83, 1.62], [4.02, 0.76, -5.57], [-2.70, 1.83, 0.29], [-0.74, 1.85, 1.41], [-1.12, -7.61, 0.66], [2.05, 1.52, 1.40], [0.11, -0.33, -3.50], [0.50, 0.32, -7.99], [3.70, 1.82, -2.24], [-0.73, -5.83, -0.45], [-1.43, -6.12, 0.33], [6.32, 2.02, 3.30], [-0.84, 2.44, -7.07], [-1.78, -1.04, 0.57], [3.65, 1.43, -4.69], [-1.92, 2.16, 4.58], [0.51, -0.64, -6.04], [3.18, 0.41, -1.80], [0.57, -3.68, -0.10], [-2.58, 0.44, 3.53], [-2.03, -0.25, 1.28], [3.86, 2.52, 5.10], [1.81, 2.53, 3.57], [-1.52, 0.92, -7.32], [2.70, 1.13, 3.77], [-2.16, -0.63, -0.85], [-1.44, 4.60, 0.37], [-2.26, 3.03, 4.02], [-0.75, 1.41, -6.73], [5.29, 2.39, 3.65], [-2.21, 2.78, -1.18], [-1.80, -1.35, -1.59], [2.79, 2.11, 3.31], [-1.99, 2.44, 5.63], [-1.90, 0.42, -0.99], [2.93, 3.09, 1.37], [-0.20, 3.45, 2.13], [-4.10, 1.02, 4.93], [0.25, -0.46, -4.61], [0.58, -8.92, 1.98], [3.12, 2.20, -3.56], [2.87, 0.25, -0.76], [-0.56, 2.91, 1.25], [3.85, 3.89, 4.03], [-0.32, -1.31, -6.26], [-4.93, 1.66, 3.92], [0.78, -6.92, 1.48], [1.41, 1.24, -6.84], [1.06, -7.95, 0.18], [-2.39, -6.07, -0.18], [-3.24, -0.69, -1.01], [-2.66, 2.81, -0.19], [-2.14, 0.15, 5.21]], "total_charge": -1, "s_squared": 0.751, "spin_multiplicity": 2, "homo_lumo_gap_ev": [1.95, 11.30]}

Question: Number 6 is which compound?
Answer: C8H18ClINdO2P